# C15H18N4O3

C15H18N4O3 in the gas phase at a distorted geometry (ωB97M-V/def2-TZVPD, the Open Molecules 2025 dataset).

```
! RIJCOSX wB97M-V def2-TZVPD def2/J DEFGRID3
* xyz 0 1
N 3.0062 1.8417 2.4757
C 3.0013 0.4654 1.7308
C 2.3523 -0.6395 2.6302
C 1.1522 -0.1336 3.3248
C 0.7638 -0.6540 4.5408
N -0.5837 -0.4897 4.6409
C -0.9876 0.1793 3.5587
N 0.0659 0.4507 2.7936
C 2.2003 0.4263 0.2622
O 2.8592 -0.0503 -0.7017
N 0.9773 0.9165 0.2073
C 0.2064 0.6961 -1.1076
C -0.5791 -0.6128 -0.9940
C -1.3296 -0.8132 -2.3494
C -0.6088 -1.1196 -3.4868
C -1.2904 -1.5424 -4.6634
C -2.6636 -1.4747 -4.6281
C -3.4340 -0.9450 -3.5770
C -2.7359 -0.6661 -2.4052
C -0.7222 1.8570 -1.2655
O -1.4173 2.3255 -0.3664
O -0.6719 2.3204 -2.5086
H 2.0796 2.0080 2.9074
H 3.3398 2.5757 1.8804
H 3.9598 0.1853 1.4692
H 2.1596 -1.6475 2.1523
H 3.1022 -0.7454 3.4383
H 1.2330 -1.1133 5.3877
H -1.1273 -0.9489 5.4149
H -2.0023 0.4010 3.2559
H 0.4459 1.1284 1.0263
H 0.9724 0.6466 -1.9725
H -1.2147 -0.5472 -0.0731
H 0.1960 -1.3497 -0.8868
H 0.4885 -1.2189 -3.4610
H -0.6451 -1.7912 -5.4936
H -3.3691 -1.7179 -5.4526
H -4.4949 -0.9254 -3.6482
H -3.2221 -0.1983 -1.4415
H -1.4624 2.9205 -2.6144
*
```

Relative energy (zero: lowest compared OMol25 entry of this formula, charge and spin)   2.0355 eV
SMILES   N[C@@H](Cc1c[nH]cn1)C(=O)N[C@@H](Cc1ccccc1)C(=O)O

natural (NBO) atomic charge list, values in e, 5 entries: -0.859, -0.088, -0.445, 0.084, -0.087

***

# C15H18N4O4

C15H18N4O4 in the gas phase at a distorted geometry (ωB97M-V/def2-TZVPD, the Open Molecules 2025 dataset).

```
! RIJCOSX wB97M-V def2-TZVPD def2/J DEFGRID3
* xyz 0 1
N 0.2134 -1.0899 -2.2656
C 0.1788 0.0892 -1.3584
C -1.1321 0.8531 -1.6327
C -1.0089 1.6961 -2.8195
C -1.2300 1.2038 -4.0977
C -1.0833 2.0435 -5.2815
C -0.7811 3.4084 -5.1892
O -0.7104 4.1392 -6.3437
C -0.6430 3.9043 -3.7485
C -0.6929 3.0451 -2.6535
C 0.5113 -0.0525 0.0412
O 0.6317 0.8868 0.8685
N 0.6076 -1.3347 0.4419
C 0.8556 -1.7793 1.7991
C -0.3465 -1.7098 2.7586
C 0.2571 -1.3115 4.1003
C -0.0460 -0.1663 4.9085
N 0.5192 -0.3927 6.0910
C 1.3371 -1.5571 6.0149
N 1.1258 -2.1084 4.8673
C 1.2538 -3.2256 1.7065
O 1.3749 -3.6726 0.5520
O 1.4164 -3.9307 2.8159
H 1.0803 -1.7765 -1.9698
H -0.6529 -1.6363 -2.1571
H 1.1285 0.6708 -1.6878
H -1.4561 1.3336 -0.5293
H -2.0143 0.0517 -1.7657
H -1.5810 0.1242 -4.1907
H -1.3643 1.6343 -6.2954
H -0.7483 3.4137 -7.0944
H -0.2509 4.9540 -3.6380
H -0.3643 3.4578 -1.6796
H 0.3820 -2.1840 -0.1981
H 1.7399 -1.2184 2.2097
H -1.1968 -1.0134 2.3805
H -0.8927 -2.7440 2.9485
H -0.6462 0.7159 4.7633
H 0.6762 0.3614 6.8687
H 2.1656 -1.6556 6.7214
H 1.3868 -3.4275 3.7383
*
```

Relative energy (zero: lowest compared OMol25 entry of this formula, charge and spin)   4.6474 eV
SMILES   N[C@@H](Cc1ccc(O)cc1)C(=O)N[C@@H](Cc1c[nH]cn1)C(=O)O

natural (NBO) atomic charge list, values in e, 5 entries: -0.824, -0.143, -0.408, -0.102, -0.155

***

# C15H18N4O4

C15H18N4O4 in the gas phase at a distorted geometry (ωB97M-V/def2-TZVPD, the Open Molecules 2025 dataset).

```
! RIJCOSX wB97M-V def2-TZVPD def2/J DEFGRID3
* xyz 0 1
N 1.1819 3.2096 0.3826
C 2.1144 2.1576 0.1917
O 3.1657 2.1107 0.9260
C 1.9947 1.5333 -1.0811
C 2.6389 0.1660 -1.0349
N 2.1981 -0.6333 0.2258
C 1.4664 -1.7463 -0.0683
O 1.3637 -2.2108 -1.2049
C 0.6358 -2.3585 1.2848
N 1.3180 -2.4650 2.4685
C -0.6349 -1.3744 1.4453
C -1.4235 -1.1895 0.2430
C -1.3459 -1.8770 -1.0031
N -2.5003 -1.4620 -1.6900
C -3.1215 -0.4660 -1.0341
C -4.2007 0.2672 -1.3075
C -4.6041 1.4077 -0.6386
C -3.9419 1.7836 0.5131
C -2.8243 1.0586 0.8873
C -2.4039 -0.2126 0.1351
C 4.2040 -0.0439 -1.1639
O 4.4767 -1.0774 -1.6327
O 4.9985 0.8156 -0.5198
H 1.4537 3.6614 1.2854
H 0.2187 2.9517 0.4169
H 0.8953 1.4629 -1.2443
H 2.3992 2.0578 -1.9471
H 2.3743 -0.5808 -1.8198
H 2.0622 -0.0387 0.9968
H 0.2533 -3.3069 1.0113
H 1.0823 -1.5726 2.9477
H 2.3315 -2.5455 2.3510
H -0.4504 -0.4018 1.8066
H -1.3494 -1.9201 2.0475
H -0.6858 -2.7383 -1.4162
H -2.5625 -1.5598 -2.6736
H -4.8808 0.0077 -2.1584
H -5.4785 1.9759 -1.1217
H -4.4642 2.5081 1.2117
H -2.5194 1.1728 1.9584
H 4.5649 1.4727 0.0235
*
```

Relative energy (zero: lowest compared OMol25 entry of this formula, charge and spin)   4.4433 eV
SMILES   NC(=O)C[C@H](NC(=O)[C@@H](N)Cc1c[nH]c2ccccc12)C(=O)O

natural (NBO) atomic charge list, values in e, 5 entries: -0.800, 0.687, -0.647, -0.560, -0.187

***

# C15H18O

2 unconnected molecules or ions with the total composition C15H18O at a distorted geometry (ωB97M-V/def2-TZVPD, the Open Molecules 2025 dataset).

```
! RIJCOSX wB97M-V def2-TZVPD def2/J DEFGRID3
* xyz 0 1
C 0.3540 -4.2550 0.7232
C 1.0941 -3.9869 -0.5866
C 1.1801 -2.5398 -1.0729
C 2.0999 -1.7646 -0.3699
C 2.3468 -0.4729 -0.8201
C 1.8210 -0.0337 -2.0156
O 2.2865 1.1740 -2.4382
C 0.9324 -0.8006 -2.7263
C 0.6947 -2.1230 -2.3116
H 0.6774 -3.6175 1.5221
H 0.3893 -5.2989 1.0291
H -0.7348 -4.1087 0.5991
H 2.1387 -4.4094 -0.5760
H 0.7511 -4.7084 -1.3814
H 2.4948 -2.1251 0.5957
H 2.7366 0.1065 0.0321
H 2.7115 1.6674 -1.7341
H 0.6312 -0.4129 -3.6889
H 0.1622 -2.8276 -2.9280
C -2.4782 4.5140 2.1502
C -1.8294 3.3561 1.4551
C -0.7661 3.3629 0.5428
C -0.2940 2.1643 0.0502
C -0.8735 0.9630 0.3676
C -1.9780 0.9027 1.2247
C -2.4127 2.0786 1.7875
H -2.6943 4.3206 3.1901
H -3.4390 4.8231 1.6693
H -1.8378 5.4477 2.2148
H -0.4881 4.3541 0.2087
H 0.4743 2.2531 -0.7051
H -0.4461 -0.0003 0.1517
H -2.4390 -0.0576 1.3820
H -3.2658 2.0548 2.4588
*
```

Relative energy (zero: lowest compared OMol25 entry of this formula, charge and spin)   1.2405 eV
SMILES   CCc1ccc(O)cc1.Cc1ccccc1

natural (NBO) atomic charge list, values in e, 5 entries: -0.606, -0.422, -0.066, -0.168, -0.307

***

# C15H18O2

2 unconnected molecules or ions with the total composition C15H18O2 at a distorted geometry (ωB97M-V/def2-TZVPD, the Open Molecules 2025 dataset).

```
! RIJCOSX wB97M-V def2-TZVPD def2/J DEFGRID3
* xyz 0 1
C 3.7623 0.0341 -0.5494
C 3.3842 -1.2623 0.1502
C 2.1217 -1.7950 -0.3978
C 0.8987 -1.5176 0.2211
C -0.3595 -1.8749 -0.2414
C -0.4236 -2.6039 -1.4300
O -1.5985 -2.9118 -2.0399
C 0.7367 -3.0296 -2.0602
C 1.9586 -2.6639 -1.5225
H 3.1249 0.8372 -0.1915
H 3.5879 -0.0207 -1.6130
H 4.8412 0.2684 -0.4631
H 4.1790 -1.9865 -0.0661
H 3.4772 -1.2214 1.2410
H 0.8976 -0.8324 1.0640
H -1.2763 -1.5120 0.2003
H -2.3612 -2.4167 -1.7521
H 0.6271 -3.7153 -2.8958
H 2.9415 -2.9802 -1.8462
C -3.0593 0.1227 2.0597
C -2.2270 1.2058 1.4200
C -1.7742 1.1905 0.0933
C -0.9628 2.2158 -0.3658
C -0.6431 3.2586 0.4852
O 0.4776 3.9429 -0.0015
C -1.0524 3.3114 1.8248
C -1.8182 2.2463 2.2565
H -3.1963 -0.7605 1.4393
H -4.0232 0.5122 2.4014
H -2.4966 -0.1347 2.9465
H -2.2721 0.4539 -0.5166
H -0.5505 2.1077 -1.3609
H 1.1088 4.2606 0.6654
H -0.5894 4.0241 2.4953
H -2.2535 2.1455 3.2416
*
```

Relative energy (zero: lowest compared OMol25 entry of this formula, charge and spin)   1.3941 eV
SMILES   CCc1ccc(O)cc1.Cc1ccc(O)cc1

natural (NBO) atomic charge list, values in e, 5 entries: -0.596, -0.428, -0.052, -0.170, -0.299

***

# C15H18O2

2 unconnected molecules or ions with the total composition C15H18O2 at a distorted geometry (ωB97M-V/def2-TZVPD, the Open Molecules 2025 dataset).

```
! RIJCOSX wB97M-V def2-TZVPD def2/J DEFGRID3
* xyz 0 1
C 0.0623 -2.7014 2.8843
C -0.0710 -2.5369 1.3603
C -0.9296 -1.2833 1.1652
C -0.2939 0.0109 0.9824
C -0.9343 1.1896 1.1117
C -2.2601 1.2036 1.4898
O -3.0058 2.3120 1.8507
C -2.9285 -0.0017 1.6525
C -2.3225 -1.2898 1.4363
H -0.1340 -1.8129 3.4575
H 1.1765 -2.7422 3.0910
H -0.4060 -3.5747 3.3559
H 0.9469 -2.6068 0.9255
H -0.6827 -3.3434 0.8370
H 0.7884 0.0329 0.6083
H -0.5121 2.1449 0.8028
H -2.4901 2.7456 2.5530
H -3.9362 0.2546 1.8506
H -2.9143 -2.1507 1.5626
C 3.9526 1.6540 -0.7972
C 2.7254 0.9666 -1.4030
C 1.5547 1.6846 -1.3387
C 0.3740 1.1875 -1.9058
C 0.3849 -0.1233 -2.2958
O -0.7901 -0.7030 -2.8324
C 1.5500 -0.9376 -2.3778
C 2.7114 -0.3822 -1.8704
H 4.1620 2.6086 -1.5064
H 4.8617 1.0244 -0.6782
H 3.6224 1.9326 0.2197
H 1.4466 2.7135 -0.9859
H -0.6356 1.7250 -1.9619
H -1.4730 -0.6902 -2.2207
H 1.4846 -1.9834 -2.6113
H 3.6101 -0.9934 -2.0080
*
```

Relative energy (zero: lowest compared OMol25 entry of this formula, charge and spin)   2.2584 eV
SMILES   CCc1ccc(O)cc1.Cc1ccc(O)cc1

natural (NBO) atomic charge list, values in e, 5 entries: -0.619, -0.440, -0.002, -0.214, -0.275

***

Number 1: orbital gap 0.3299 Eh. Number 2: orbital gap 0.3185 Eh. Number 3: orbital gap 0.2919 Eh. Number 4: orbital gap 0.3432 Eh. Number 5: orbital gap 0.3282 Eh. Number 6: orbital gap 0.3386 Eh.